No. 1
Below is C30H50GaOP4 as an isolated structure at a distorted geometry, with properties calculated with ωB97M-V/def2-TZVPD.

The net charge is +3. Its spin multiplicity is 1. The calculation puts the total energy at -123472.96704 eV.

```
86
Properties=species:S:1:pos:R:3:mulliken_charge:R:1
Ga -1.389 -0.203 -0.688 1.132
P 0.647 -0.943 0.534 0.665
P 2.577 4.259 -1.534 0.983
P -2.070 -2.884 -0.771 0.761
H 0.358 2.807 -3.292 0.064
C -0.660 2.468 -3.437 0.061
C -1.661 3.050 -2.674 -0.823
H -1.493 4.084 -2.349 0.435
C 2.143 -1.487 -0.366 -1.206
C 1.246 0.492 1.489 -0.817
C 0.447 -2.224 1.850 -1.002
C 2.720 6.001 -2.000 -1.176
C 2.098 4.130 0.202 -0.611
C 4.250 3.582 -1.722 -1.254
C -3.570 -3.274 -1.753 -1.488
C -2.418 -3.942 0.697 -1.239
C -0.760 -3.844 -1.630 -1.100
H -0.859 2.065 -4.426 0.481
H -2.702 2.763 -2.840 0.315
H 2.919 -1.817 0.347 0.469
H 2.529 -0.651 -0.967 0.325
H 1.898 -2.317 -1.043 0.336
H 1.921 0.153 2.291 0.597
H 0.406 1.041 1.932 0.009
H 1.784 1.177 0.822 0.046
H 0.153 -3.185 1.412 0.239
H -0.316 -1.898 2.572 0.064
H 1.404 -2.342 2.370 0.574
H 3.784 6.286 -2.007 0.393
H 2.181 6.628 -1.279 0.421
H 2.292 6.151 -3.006 0.418
H 3.002 4.021 0.807 0.476
H 1.438 3.265 0.325 -0.266
H 1.557 5.044 0.504 0.417
H 4.973 4.403 -1.672 0.398
H 4.315 3.094 -2.705 0.428
H 4.438 2.847 -0.929 0.397
H -4.139 -4.076 -1.261 0.584
H -3.316 -3.584 -2.769 0.386
H -4.199 -2.378 -1.798 0.304
H -3.196 -4.672 0.433 0.550
H -2.782 -3.323 1.528 0.152
H -1.523 -4.489 1.015 0.455
H -1.215 -4.697 -2.145 0.509
H -0.021 -4.209 -0.910 0.487
H -0.254 -3.215 -2.365 0.005
C -0.589 -0.191 -3.511 0.059
C 0.343 -0.766 -4.399 -0.539
C 0.027 -2.016 -4.899 -0.649
C -1.269 -2.549 -4.798 -0.644
C -2.274 -1.756 -4.239 -0.961
C -1.954 -0.590 -3.529 -0.080
O -0.134 0.822 -2.732 -0.246
H 1.638 3.444 -2.283 -0.205
H 1.271 -0.241 -4.604 0.475
H 0.793 -2.582 -5.425 0.424
H -1.507 -3.540 -5.188 0.496
H -3.323 -2.071 -4.306 0.718
H -2.724 -0.008 -3.017 0.733
C -4.300 0.961 0.971 -1.396
P -2.523 0.700 1.291 1.305
C -1.974 2.424 1.557 0.138
C -1.775 3.208 0.406 0.840
C -1.724 4.596 0.503 -0.397
C -1.749 5.214 1.764 -0.771
C -1.817 4.426 2.915 -0.780
C -1.956 3.036 2.825 -0.641
C -2.504 -0.184 2.896 1.038
C -3.475 -1.186 3.098 -1.188
C -3.476 -1.951 4.265 -0.510
C -2.513 -1.737 5.254 -0.696
C -1.544 -0.747 5.066 -0.890
C -1.525 0.016 3.892 -0.259
H -4.406 1.607 0.090 0.466
H -4.738 1.461 1.846 0.470
H -4.802 0.004 0.783 0.490
H -1.713 2.739 -0.585 -1.017
H -1.680 5.198 -0.410 0.425
H -1.711 6.304 1.834 0.448
H -1.788 4.896 3.902 0.476
H -2.078 2.439 3.734 0.519
H -4.247 -1.352 2.344 0.288
H -4.244 -2.717 4.404 0.463
H -2.511 -2.350 6.161 0.429
H -0.804 -0.560 5.846 0.458
H -0.750 0.780 3.779 0.357
```

No. 2
Below is a 2-piece molecular cluster, C6H12Si overall at a distorted geometry, with properties calculated with ωB97M-V/def2-TZVPD.

Its energy above the lowest of the compared OMol25 structures with the same formula, charge and spin is 567.5 kJ/mol. Its spin multiplicity is 1. The calculation puts the total energy at -14288.28343 eV.

```
19
Properties=species:S:1:pos:R:3:nbo_charge:R:1
C 2.925 -0.122 -0.742 -0.361
C 2.116 0.205 0.277 -0.294
C 0.036 -0.735 1.591 -0.886
C 0.770 -0.355 0.311 -0.340
C -1.349 1.883 0.240 -1.133
C -2.155 -0.984 -0.923 -1.065
Si -1.034 0.020 0.205 1.545
H 3.935 0.366 -0.976 0.187
H 2.815 -0.892 -1.472 0.201
H 2.405 0.908 0.933 0.215
H -0.109 -1.837 1.888 0.259
H 0.466 -0.091 2.503 0.247
H 0.525 -1.745 -1.192 -0.059
H -2.368 2.175 -0.168 0.244
H -1.462 2.310 1.290 0.254
H -0.570 2.420 -0.360 0.254
H -2.753 -1.591 -0.334 0.241
H -2.665 -0.316 -1.496 0.232
H -1.530 -1.617 -1.576 0.261
```

No. 3
Below is a 2-piece molecular cluster, C5H15NS overall at a distorted geometry, with properties calculated with ωB97M-V/def2-TZVPD.

The SMILES is CCCS.CNC. Its energy above the lowest of the compared OMol25 structures with the same formula, charge and spin is 65.7 kJ/mol. Its spin multiplicity is 1. The calculation puts the total energy at -17752.90974 eV.

```
22
Properties=species:S:1:pos:R:3:nbo_charge:R:1
C -1.255 1.663 -1.310 -0.614
C 0.115 1.929 -0.704 -0.407
C 0.089 2.356 0.752 -0.500
S -0.251 1.005 1.955 -0.226
H -1.833 1.049 -0.616 0.209
H -1.160 1.059 -2.215 0.201
H -1.808 2.578 -1.524 0.208
H 0.732 1.028 -0.779 0.193
H 0.668 2.642 -1.330 0.204
H -0.638 3.151 0.946 0.206
H 1.067 2.779 0.991 0.208
H -0.251 -0.112 1.002 0.211
C 0.408 -1.865 -0.891 -0.418
N -0.093 -1.640 0.467 -0.612
C 0.728 -2.345 1.441 -0.421
H -0.133 -1.219 -1.582 0.206
H 1.454 -1.570 -0.971 0.202
H 0.304 -2.903 -1.228 0.182
H -1.060 -1.938 0.501 0.372
H 0.945 -3.381 1.153 0.177
H 0.272 -2.414 2.427 0.214
H 1.697 -1.851 1.516 0.206
```

No. 4
Below is a 2-piece molecular cluster, C4H8N3 overall at a distorted geometry, with properties calculated with ωB97M-V/def2-TZVPD.

Its energy above the lowest of the compared OMol25 structures with the same formula, charge and spin is 622.6 kJ/mol. The net charge is +1. Its spin multiplicity is 1. The calculation puts the total energy at -8736.32932 eV.

```
15
Properties=species:S:1:pos:R:3:nbo_charge:R:1
C 1.304 -0.475 0.082 0.147
C -1.164 1.496 0.040 0.635
C 2.266 -1.654 -0.055 -0.368
C 0.820 -1.827 -0.288 -0.436
N 1.192 0.727 0.218 -0.192
N -1.401 2.764 0.000 -0.774
N -1.856 0.430 0.199 -0.806
H 2.937 -1.498 -0.881 0.265
H 2.601 -2.162 0.882 0.268
H 0.357 -2.244 0.564 0.240
H 0.266 -1.951 -1.207 0.262
H -0.796 3.529 -0.304 0.457
H -2.402 3.088 0.067 0.412
H -1.212 -0.439 0.496 0.447
H -2.912 0.217 0.187 0.443
```

No. 5
Below is C3H4LuO3 as an isolated structure at a distorted geometry, with properties calculated with ωB97M-V/def2-TZVPD.

Its energy above the lowest of the compared OMol25 structures with the same formula, charge and spin is 0.0 kJ/mol. The net charge is -1. Its spin multiplicity is 1. The calculation puts the total energy at -42934.94880 eV.

```
11
Properties=species:S:1:pos:R:3:nbo_charge:R:1
O -1.068 -0.626 1.077 -0.601
C -0.366 -0.404 -0.089 0.345
O -1.088 -0.687 -1.083 -0.926
Lu -0.239 -0.882 -3.426 0.819
O 1.380 0.887 -2.760 -0.811
C 1.727 -0.034 -1.965 -0.160
H 2.646 0.230 -1.362 0.081
C -0.795 0.215 2.176 -0.248
H 0.251 0.551 2.156 0.180
H -0.986 -0.339 3.107 0.163
H -1.461 1.090 2.169 0.158
```

No. 6
Below is an isolated ion of composition C3H8N and charge +1 at a distorted geometry, with properties calculated with ωB97M-V/def2-TZVPD.

The SMILES is C=C(C)[NH3+]. Its energy above the lowest of the compared OMol25 structures with the same formula, charge and spin is 171.2 kJ/mol. The net charge is +1. Its spin multiplicity is 1. The calculation puts the total energy at -4721.65244 eV.

```
12
Properties=species:S:1:pos:R:3:nbo_charge:R:1
C 0.489 -1.352 0.459 -0.397
C 0.083 -0.139 0.008 0.127
C -0.263 0.167 -1.426 -0.684
N -0.312 1.019 0.931 -0.724
H 1.074 -1.885 1.380 0.279
H 0.902 -2.033 -0.253 0.249
H -1.315 -0.012 -1.520 0.252
H 0.055 1.183 -1.717 0.234
H 0.429 -0.325 -2.172 0.277
H -1.033 0.800 1.520 0.440
H -0.410 2.009 0.453 0.474
H 0.630 1.068 1.539 0.473
```

No. 7
Below is the molecule C16H24N2O2 at a distorted geometry, with properties calculated with ωB97M-V/def2-TZVPD.

The SMILES is CN[C@@H](c1cccc(O)c1)C(C)(C)C(=O)NCC1CC1. Its energy above the lowest of the compared OMol25 structures with the same formula, charge and spin is 263.1 kJ/mol. Its spin multiplicity is 1. The calculation puts the total energy at -24055.69493 eV.

```
44
Properties=species:S:1:pos:R:3:nbo_charge:R:1
C 0.915 -2.454 -0.483 -0.413
N 0.842 -1.044 -0.067 -0.678
C 0.745 0.026 -1.088 -0.040
C -0.639 -0.061 -1.772 -0.033
C -1.840 -0.243 -1.080 -0.195
C -3.066 -0.344 -1.758 -0.193
C -3.058 -0.338 -3.138 -0.285
C -1.934 -0.002 -3.861 0.319
O -1.998 0.140 -5.180 -0.656
C -0.712 0.123 -3.144 -0.293
C 1.021 1.390 -0.375 -0.132
C 2.531 1.426 -0.036 -0.605
C 0.827 2.566 -1.383 -0.601
C 0.097 1.554 0.888 0.690
O -0.903 2.266 0.953 -0.629
N 0.396 0.763 1.958 -0.666
C -0.322 0.815 3.246 -0.207
C -0.117 -0.541 3.981 -0.229
C -0.329 -1.871 3.250 -0.419
C 1.073 -1.455 3.691 -0.425
H 1.693 -2.652 -1.244 0.198
H 1.218 -3.083 0.376 0.200
H -0.039 -2.818 -0.815 0.181
H 0.156 -0.932 0.652 0.372
H 1.542 -0.103 -1.839 0.208
H -1.806 -0.275 0.003 0.199
H -3.996 -0.523 -1.248 0.218
H -4.021 -0.509 -3.663 0.220
H -1.134 0.441 -5.541 0.484
H 0.218 0.294 -3.704 0.195
H 2.887 0.613 0.592 0.213
H 2.822 2.350 0.456 0.216
H 3.128 1.303 -0.943 0.210
H 1.162 3.499 -0.982 0.218
H 1.396 2.371 -2.289 0.200
H -0.263 2.639 -1.626 0.238
H 1.187 0.144 1.860 0.418
H -1.406 1.023 3.158 0.232
H 0.184 1.636 3.807 0.198
H -0.442 -0.448 4.996 0.221
H -0.800 -2.684 3.783 0.223
H -0.516 -1.803 2.192 0.201
H 1.795 -1.154 2.919 0.204
H 1.504 -2.047 4.498 0.224
```

No. 8
Below is C6H12O2 as an isolated structure at a distorted geometry, with properties calculated with ωB97M-V/def2-TZVPD.

Its energy above the lowest of the compared OMol25 structures with the same formula, charge and spin is 315.8 kJ/mol. Its spin multiplicity is 1. The calculation puts the total energy at -10509.03401 eV.

```
20
Properties=species:S:1:pos:R:3:nbo_charge:R:1
C -0.400 -0.621 -0.259 0.351
C -1.182 -1.447 0.737 -0.665
C -1.134 -0.424 -1.562 -0.676
C 1.376 1.168 -0.827 -0.638
C 0.496 0.443 0.160 -0.074
C 0.334 0.976 1.412 0.084
O 1.242 -1.459 -0.481 -0.844
O 0.972 2.125 1.766 -0.693
H 1.466 -1.765 0.410 0.448
H 0.542 2.503 2.547 0.480
H -0.395 0.633 2.133 0.163
H -0.636 -1.626 1.665 0.222
H -2.148 -0.992 0.978 0.226
H -1.375 -2.432 0.296 0.237
H -2.218 -0.486 -1.431 0.225
H -0.946 0.539 -2.044 0.229
H -0.823 -1.197 -2.273 0.252
H 1.427 0.654 -1.786 0.226
H 1.012 2.185 -1.008 0.211
H 2.391 1.224 -0.431 0.236
```